Entry 1:
{
  "formula": "C27H36F3GeO2PdSb",
  "method": "wB97M-V/def2-TZVPD",
  "species": ["C", "O", "C", "C", "C", "H", "H", "C", "H", "H", "Ge", "H", "H", "C", "Pd", "C", "H", "H", "C", "C", "C", "H", "C", "Sb", "H", "H", "F", "H", "C", "C", "H", "C", "H", "H", "C", "C", "H", "C", "H", "F", "C", "C", "H", "H", "H", "O", "H", "F", "H", "H", "H", "C", "H", "C", "C", "H", "H", "H", "C", "H", "H", "C", "C", "H", "C", "C", "H", "H", "H", "H", "H"],
  "coordinates": [[-6.261, -0.190, -1.696], [0.596, 1.140, -1.673], [-1.061, 0.885, 1.399], [4.613, -0.736, -1.921], [-3.984, 0.319, -1.002], [-0.744, 1.042, 3.549], [2.841, 1.085, 2.107], [-6.647, -0.165, -0.372], [1.357, 0.925, 2.999], [-2.129, -4.223, 0.323], [2.326, -1.367, 2.576], [0.938, 3.350, -4.153], [3.999, 1.313, -1.587], [-0.244, -1.839, -2.056], [1.073, 0.838, 0.340], [1.946, -1.686, 4.471], [5.413, -0.732, -1.177], [1.256, 3.449, -0.389], [1.558, 3.376, -1.437], [-4.430, 0.340, 0.320], [-1.972, -2.202, -0.436], [1.527, 4.382, -1.863], [-0.565, -3.995, -1.112], [-1.927, 0.673, -1.669], [-6.993, -0.395, -2.466], [1.477, -2.418, 0.423], [-0.206, -5.293, -1.020], [4.452, -1.820, 1.190], [-1.611, -3.539, -0.336], [1.303, -2.614, 1.482], [4.167, -1.731, -1.946], [-5.758, 0.099, 0.649], [-1.885, 4.663, 1.634], [0.299, -1.177, -2.722], [-1.276, 2.898, 2.679], [-0.990, 1.564, 2.634], [-3.736, 0.554, 1.127], [-4.928, 0.060, -1.995], [4.862, -0.906, 2.656], [-1.205, 3.551, 3.856], [4.238, -1.708, 2.254], [1.003, 2.368, -3.679], [2.746, 0.303, -2.325], [0.233, -2.511, 1.665], [-4.625, 0.051, -3.038], [2.941, 0.027, -0.345], [1.587, -3.645, 1.697], [-7.941, -0.401, -0.065], [-0.377, 2.900, -2.156], [-2.083, 3.488, -0.524], [0.889, -1.513, 4.680], [-1.752, 2.940, 0.350], [2.182, -2.715, 4.744], [-1.295, -1.335, -1.292], [1.906, 0.506, 2.155], [-0.996, -0.202, 1.407], [2.592, 3.027, -1.475], [4.532, -2.639, 2.741], [3.567, 0.311, -1.614], [2.532, -1.018, 5.103], [2.023, 1.996, -3.799], [-1.472, 1.562, 0.242], [0.630, 2.439, -2.204], [3.606, 0.013, 0.355], [-1.656, 3.609, 1.548], [0.129, -3.174, -1.976], [-2.815, -1.846, 0.143], [5.064, -0.534, -2.893], [-6.107, 0.117, 1.673], [0.943, -3.579, -2.564], [0.327, 1.687, -4.197]],
  "lowdin_charge": [-0.0176, -0.5064, -0.2094, -0.0659, -0.3853, 0.1226, 0.0050, -0.2896, -0.0228, 0.1211, 0.7483, 0.0790, 0.1122, -0.1316, 0.8539, -0.2247, 0.0769, 0.0585, -0.0646, -0.1244, -0.1166, 0.0819, -0.2982, 1.5736, 0.1163, 0.0066, 0.0552, 0.0017, -0.0197, -0.2157, 0.0819, -0.0123, 0.1251, 0.0900, -0.2742, -0.0242, 0.0895, -0.1422, 0.0224, 0.0648, -0.2199, -0.0613, 0.0966, 0.0123, 0.0872, -0.1847, 0.0297, 0.0506, 0.0682, 0.1014, 0.0132, -0.1187, 0.0173, -0.3713, -0.3693, 0.0960, 0.0592, 0.0208, -0.2577, 0.0180, 0.0698, -0.3905, -0.6369, 0.0586, 0.0115, -0.0204, 0.0921, 0.0822, 0.1168, 0.1186, 0.0696],
  "homo_lumo_gap_ev": 7.47,
  "molar_mass_g_mol": 750.37,
  "homo_energy_ev": -8.03,
  "multiplicity": 1,
  "lumo_energy_ev": -0.56
}

Entry 2:
{
  "formula": "C27H36FeNP3",
  "method": "wB97M-V/def2-TZVPD",
  "species": ["C", "C", "C", "C", "C", "H", "C", "H", "H", "H", "H", "H", "H", "C", "H", "C", "H", "H", "C", "C", "P", "H", "H", "H", "H", "H", "C", "H", "C", "C", "C", "C", "C", "N", "H", "C", "H", "H", "C", "H", "H", "C", "H", "C", "H", "H", "H", "C", "C", "H", "P", "H", "H", "H", "H", "H", "C", "H", "H", "H", "C", "P", "Fe", "C", "C", "H", "C", "H"],
  "coordinates": [[0.821, 1.940, 2.254], [1.448, -0.500, -1.831], [-4.099, -0.609, 0.261], [3.965, -1.650, -2.077], [0.586, 3.135, 2.939], [-3.498, 1.513, -1.661], [1.550, -1.897, -2.066], [0.575, -3.793, -2.413], [-2.142, -4.576, -1.460], [-4.258, -1.357, -0.527], [-4.889, 0.155, 0.222], [-0.341, 4.070, 4.649], [1.637, 4.286, -2.470], [1.045, 2.267, -2.047], [-0.711, 5.120, -2.692], [-2.290, -3.499, -1.303], [-0.849, -2.442, 2.958], [0.834, -2.987, 2.713], [0.269, 0.739, 2.732], [-2.620, 1.664, 1.130], [0.458, -0.810, 1.731], [0.468, -1.749, 3.955], [2.755, -0.923, 2.448], [1.010, 4.067, 2.563], [-2.613, 3.554, -2.373], [-1.309, 1.927, 5.514], [-0.719, 1.941, 4.597], [2.919, -3.536, -2.258], [2.259, -0.840, 1.471], [2.451, 1.798, -2.061], [3.845, -0.268, -2.008], [-0.177, 3.135, 4.112], [-1.589, 3.203, -2.255], [0.230, 0.073, -1.396], [2.586, 0.080, 0.971], [-2.553, 0.955, -1.637], [-2.611, 0.122, -2.356], [-0.418, -4.240, 1.212], [2.824, -2.457, -2.139], [-0.354, -2.377, -3.022], [-3.670, 1.980, 1.188], [0.788, 3.616, -2.322], [-2.238, 1.428, 2.130], [-1.376, 1.873, -1.906], [-4.116, -1.108, 1.240], [-3.084, -3.334, -0.564], [1.113, -3.984, 0.325], [0.309, -2.745, -2.221], [-0.517, 4.079, -2.445], [2.927, 2.136, -2.999], [-0.744, -2.772, -0.682], [-2.572, -3.021, -2.251], [-0.134, -5.079, -0.351], [-0.928, -0.184, 4.297], [3.157, 2.401, -1.190], [2.530, -1.693, 0.835], [2.577, 0.329, -1.960], [-2.006, 2.476, 0.721], [3.739, 2.852, -0.692], [4.733, 0.369, -2.007], [0.033, -4.153, 0.216], [-2.481, 0.192, 0.069], [-0.587, -0.742, -0.137], [0.202, -2.126, 2.960], [-0.500, 0.744, 3.908], [1.440, 1.949, 1.350], [-0.039, 1.402, -1.783], [4.949, -2.120, -2.109]],
  "lowdin_charge": [-0.0916, -0.1839, -0.2417, -0.0729, -0.0640, 0.0966, -0.2268, 0.0962, 0.0547, 0.0373, 0.0572, 0.1120, 0.1221, -0.1543, 0.1089, -0.2397, 0.0515, 0.0463, -0.3602, -0.2076, 0.8203, 0.0532, 0.0695, 0.1132, 0.1169, 0.1127, -0.0732, 0.1164, -0.2134, -0.1310, -0.0276, -0.0674, -0.0446, -0.1248, 0.0428, -0.2480, 0.0967, 0.0363, -0.0477, 0.1019, 0.0613, -0.0261, 0.0251, -0.2239, 0.0557, 0.0330, 0.0533, -0.2472, -0.0660, 0.1470, 0.7694, 0.0555, 0.0568, 0.0989, -0.0075, 0.0449, -0.1675, 0.0588, 0.1404, 0.1224, -0.2394, 0.7943, 0.1250, -0.2438, -0.1157, 0.0984, -0.1559, 0.1103],
  "homo_lumo_gap_ev": [7.22, 6.78],
  "molar_mass_g_mol": 523.36,
  "homo_energy_ev": [-9.19, -10.46],
  "multiplicity": 6,
  "lumo_energy_ev": [-1.97, -3.68],
  "charge": 1
}

Entry 3:
{
  "formula": "C27H36N2O3PdSSb",
  "method": "wB97M-V/def2-TZVPD",
  "species": ["H", "C", "C", "C", "C", "H", "C", "H", "H", "H", "C", "H", "C", "C", "H", "O", "H", "C", "C", "H", "C", "H", "C", "C", "C", "N", "H", "H", "H", "N", "H", "C", "H", "H", "H", "H", "C", "C", "H", "C", "O", "H", "C", "C", "H", "H", "C", "S", "H", "C", "C", "H", "H", "C", "H", "H", "H", "H", "Sb", "H", "H", "C", "H", "O", "Pd", "C", "H", "C", "H", "H", "H"],
  "coordinates": [[-1.641, 0.087, 2.150], [-4.332, -0.590, 0.010], [-1.588, -2.800, -1.029], [-2.956, 0.273, -3.431], [2.929, -2.609, 6.495], [-0.375, -1.788, 4.572], [1.924, 2.607, -4.250], [3.829, -2.839, 7.047], [3.902, -2.542, 4.594], [-0.784, -1.372, -4.016], [-1.549, 0.291, -2.842], [-1.269, 1.321, -2.605], [1.709, -2.482, 7.161], [2.211, 1.703, -2.064], [-3.035, 1.109, 0.320], [0.935, -1.727, 2.370], [-3.318, -0.742, -3.602], [1.595, 4.105, -0.144], [-2.600, -0.350, 1.859], [-4.604, -0.349, -1.018], [-0.354, 2.903, 0.711], [-0.856, 1.959, 0.890], [3.909, 1.343, -3.694], [1.765, -2.141, 4.448], [-2.997, 0.023, 0.433], [3.485, -2.244, 2.092], [3.528, 2.210, -5.615], [-0.195, -4.452, -1.080], [-1.863, 4.118, 1.631], [1.850, -1.988, 3.108], [1.354, 3.184, -4.966], [-2.490, -3.270, -2.167], [0.465, -3.035, -0.282], [-4.327, -1.677, 0.122], [1.568, 6.219, 0.151], [-2.624, -4.351, -2.091], [-0.208, 5.287, 0.925], [-0.505, -0.351, -3.753], [-3.679, 0.804, -2.811], [0.525, -2.012, 5.127], [2.740, 0.976, 0.433], [-2.544, -1.434, 1.985], [-0.903, 4.102, 1.134], [-0.168, -3.361, -1.122], [2.557, 4.097, -0.640], [-0.637, 6.223, 1.257], [0.879, 2.925, 0.071], [1.622, 1.435, -0.436], [-3.482, -2.820, -2.127], [2.970, -2.444, 5.133], [3.442, 1.150, -2.404], [1.680, -2.619, 8.236], [-5.122, -0.204, 0.655], [3.152, 2.061, -4.611], [-3.359, 0.018, 2.552], [4.872, 0.943, -3.980], [0.495, -0.361, -3.315], [4.031, 0.615, -1.671], [-1.477, -0.655, -0.922], [-2.931, 0.774, -4.401], [0.503, 2.885, -2.666], [1.440, 2.433, -2.966], [0.322, -3.080, -2.055], [3.152, -2.047, 1.059], [0.834, -0.511, 0.129], [1.036, 5.289, 0.298], [-0.452, 0.212, -4.686], [0.512, -2.186, 6.482], [-2.053, -3.065, -3.145], [-2.033, -3.083, -0.072], [-0.412, -2.100, 7.037]],
  "lowdin_charge": [0.0485, -0.1117, -0.5248, -0.1067, -0.0018, 0.1272, -0.0290, 0.1369, 0.1234, 0.0762, -0.5342, 0.0691, 0.0526, -0.3866, 0.0889, -0.0094, 0.0798, -0.0355, -0.1467, 0.0682, -0.0734, 0.0651, -0.0217, -0.1997, -0.5431, 0.2847, 0.1305, 0.1022, 0.1245, -0.0575, 0.1290, -0.1084, 0.0321, 0.0841, 0.1324, 0.1028, -0.0068, -0.1255, 0.0760, 0.0529, -0.4195, 0.0794, -0.0309, -0.1424, 0.1358, 0.1316, -0.3806, 0.8873, 0.0747, 0.0519, -0.0446, 0.1418, 0.1029, -0.0102, 0.0993, 0.1288, 0.0575, 0.1169, 1.6260, 0.1021, 0.1186, -0.0818, 0.0830, 0.1795, 0.4394, -0.0133, 0.0988, -0.0003, 0.0761, 0.0923, 0.1352],
  "homo_lumo_gap_ev": 6.23,
  "molar_mass_g_mol": 696.84,
  "homo_energy_ev": -17.16,
  "multiplicity": 1,
  "lumo_energy_ev": -10.94,
  "charge": 3
}

The evaluated energy above the lowest of the compared OMol25 structures with the same formula, charge and spin for the records listed, in turn: 10.67 30.44 3.32 kcal per mole.